1.
{
  "formula": "C14H16N2O2",
  "method": "ωB97M-V/def2-TZVPD",
  "relative_energy_ev": 0.143,
  "homo_lumo_gap_ev": 9.12,
  "homo_ev": -8.47,
  "smiles": "C[C@H](Cc1ccccc1)N/C=C1\\CC(=O)NC1=O",
  "symbols": ["C", "H", "H", "C", "N", "C", "C", "C", "O", "N", "C", "O", "C", "H", "H", "H", "H", "H", "H", "C", "C", "C", "C", "C", "C", "C", "H", "H", "H", "H", "H", "H", "H", "H"],
  "coordinates": [[-1.865, -1.246, 2.683], [-1.225, -1.214, 3.561], [-1.789, -2.232, 2.233], [-1.458, -0.153, 1.699], [-0.028, -0.172, 1.448], [0.625, -1.253, 0.975], [1.830, -1.230, 0.366], [2.504, -2.430, -0.090], [2.175, -3.590, 0.002], [3.674, -1.995, -0.719], [3.849, -0.638, -0.727], [4.780, -0.058, -1.224], [2.659, -0.034, 0.001], [2.139, 0.666, -0.658], [3.015, 0.526, 0.870], [4.333, -2.634, -1.139], [0.160, -2.215, 1.139], [0.369, 0.718, 1.186], [-1.671, 0.823, 2.149], [-2.247, -0.269, 0.375], [-1.786, 0.776, -0.602], [-0.825, 0.472, -1.559], [-0.349, 1.450, -2.415], [-0.829, 2.745, -2.324], [-1.790, 3.056, -1.377], [-2.263, 2.078, -0.520], [-3.013, 2.326, 0.217], [-2.172, 4.064, -1.306], [-0.458, 3.509, -2.992], [0.397, 1.199, -3.155], [-0.450, -0.539, -1.636], [-3.309, -0.147, 0.590], [-2.088, -1.264, -0.043], [-2.894, -1.094, 2.995]],
  "nbo_charge": [-0.62, 0.22, 0.21, -0.03, -0.59, 0.12, -0.28, 0.67, -0.60, -0.64, 0.70, -0.58, -0.54, 0.24, 0.24, 0.42, 0.22, 0.40, 0.20, -0.46, 0.07, -0.26, -0.20, -0.22, -0.20, -0.25, 0.21, 0.21, 0.22, 0.22, 0.22, 0.22, 0.21, 0.22]
}

2.
{
  "formula": "C14H16N2O6",
  "method": "ωB97M-V/def2-TZVPD",
  "homo_lumo_gap_ev": 7.36,
  "homo_ev": -8.98,
  "smiles": "NC[C@@H](O)Cc1cccc2c1C(=O)NC2=O.O=C1OCCO1",
  "symbols": ["N", "C", "C", "O", "C", "C", "C", "C", "C", "C", "C", "C", "O", "N", "C", "O", "H", "H", "H", "H", "H", "H", "H", "H", "H", "H", "H", "H", "C", "C", "O", "C", "O", "O", "H", "H", "H", "H"],
  "coordinates": [[-2.974, -0.183, -0.139], [-2.133, 0.624, 0.869], [-0.870, 1.238, 0.021], [-0.919, 2.708, -0.146], [0.618, 0.735, 0.594], [1.585, 0.684, -0.770], [1.688, -0.775, -1.571], [2.611, -0.822, -2.962], [3.387, 0.543, -3.529], [3.202, 1.898, -2.626], [2.328, 2.065, -1.250], [2.369, 3.581, -0.626], [1.696, 4.173, 0.364], [3.446, 4.222, -1.506], [3.742, 3.436, -2.801], [4.317, 4.001, -3.886], [-2.404, -1.024, -0.457], [-3.065, 0.385, -1.033], [-1.811, -0.005, 1.805], [-2.814, 1.552, 1.169], [-0.923, 0.789, -1.084], [-0.644, 2.851, -1.118], [1.099, 1.535, 1.300], [0.563, -0.320, 1.116], [1.129, -1.757, -1.200], [2.677, -1.854, -3.554], [4.018, 0.576, -4.516], [4.324, 4.280, -0.925], [-1.971, -2.990, 3.343], [-3.062, -3.984, 3.579], [-3.757, -4.001, 2.346], [-2.881, -3.577, 1.390], [-3.092, -3.630, 0.190], [-1.737, -3.088, 1.951], [-1.064, -3.226, 3.906], [-2.280, -1.966, 3.579], [-2.675, -4.988, 3.781], [-3.726, -3.687, 4.395]],
  "nbo_charge": [-0.83, -0.26, 0.10, -0.72, -0.49, 0.07, -0.25, -0.18, -0.21, -0.09, -0.19, 0.67, -0.50, -0.71, 0.65, -0.52, 0.36, 0.35, 0.20, 0.22, 0.17, 0.48, 0.26, 0.23, 0.26, 0.25, 0.27, 0.42, -0.10, -0.10, -0.48, 0.97, -0.57, -0.49, 0.20, 0.19, 0.18, 0.21]
}

3.
{
  "formula": "C14H16N2S2",
  "method": "ωB97M-V/def2-TZVPD",
  "relative_energy_ev": 0.000,
  "homo_lumo_gap_ev": 8.70,
  "homo_ev": -8.04,
  "smiles": "Cc1cccc(NC(=S)NCc2cccs2)c1C",
  "symbols": ["C", "C", "C", "C", "C", "C", "C", "C", "H", "H", "H", "N", "C", "N", "H", "C", "C", "C", "C", "C", "S", "H", "H", "H", "H", "H", "S", "H", "H", "H", "H", "H", "H", "H"],
  "coordinates": [[-3.877, -2.198, -0.815], [-3.499, -0.884, -0.203], [-4.486, 0.037, 0.117], [-4.167, 1.256, 0.688], [-2.844, 1.576, 0.911], [-1.845, 0.670, 0.576], [-2.156, -0.584, 0.052], [-1.090, -1.596, -0.225], [-0.869, -1.627, -1.292], [-1.413, -2.588, 0.085], [-0.169, -1.349, 0.297], [-0.497, 1.041, 0.815], [0.422, 1.240, -0.165], [1.621, 1.720, 0.260], [1.793, 1.734, 1.256], [2.796, 1.712, -0.578], [3.747, 0.623, -0.206], [5.107, 0.635, -0.228], [5.677, -0.594, 0.177], [4.743, -1.518, 0.507], [3.142, -0.916, 0.322], [4.885, -2.523, 0.851], [6.736, -0.774, 0.222], [5.685, 1.491, -0.526], [2.431, 1.572, -1.604], [3.303, 2.681, -0.514], [0.101, 0.983, -1.763], [-0.328, 1.500, 1.701], [-2.573, 2.534, 1.333], [-4.945, 1.959, 0.942], [-5.520, -0.205, -0.080], [-3.316, -2.365, -1.733], [-3.656, -3.021, -0.134], [-4.939, -2.222, -1.046]],
  "nbo_charge": [-0.63, -0.02, -0.21, -0.20, -0.23, 0.13, 0.08, -0.66, 0.24, 0.21, 0.22, -0.62, 0.29, -0.60, 0.39, -0.27, -0.21, -0.26, -0.25, -0.41, 0.43, 0.24, 0.22, 0.22, 0.27, 0.21, -0.24, 0.39, 0.21, 0.21, 0.21, 0.22, 0.22, 0.22]
}

4.
{
  "formula": "C14H16N4O",
  "method": "ωB97M-V/def2-TZVPD",
  "relative_energy_ev": 1.754,
  "homo_lumo_gap_ev": 9.27,
  "homo_ev": -8.48,
  "smiles": "Cc1nn(-c2ccccc2)nc1CNC(=O)C1CC1",
  "symbols": ["C", "C", "N", "N", "N", "C", "C", "N", "C", "O", "C", "C", "C", "H", "H", "H", "H", "H", "H", "H", "H", "C", "C", "C", "C", "C", "C", "H", "H", "H", "H", "H", "H", "H", "H"],
  "coordinates": [[1.089, 2.505, -0.612], [0.148, 1.471, -0.121], [-1.109, 1.373, -0.525], [-1.609, 0.343, 0.131], [-0.758, -0.248, 0.944], [0.369, 0.439, 0.820], [1.610, 0.090, 1.568], [2.600, -0.522, 0.705], [3.704, 0.139, 0.290], [3.964, 1.269, 0.663], [4.604, -0.598, -0.645], [4.063, -1.499, -1.725], [4.794, -2.090, -0.568], [4.242, -2.642, 0.178], [5.791, -2.471, -0.730], [2.994, -1.634, -1.797], [4.554, -1.473, -2.686], [5.473, -0.001, -0.891], [2.371, -1.424, 0.320], [2.071, 0.993, 1.977], [1.355, -0.598, 2.379], [-2.929, -0.074, -0.017], [-3.394, -1.161, 0.716], [-4.706, -1.566, 0.564], [-5.549, -0.896, -0.308], [-5.078, 0.186, -1.035], [-3.768, 0.603, -0.894], [-3.379, 1.443, -1.447], [-5.735, 0.709, -1.714], [-6.574, -1.217, -0.422], [-5.073, -2.409, 1.131], [-2.721, -1.665, 1.390], [1.245, 2.387, -1.684], [2.046, 2.424, -0.104], [0.672, 3.496, -0.445]],
  "nbo_charge": [-0.66, 0.13, -0.25, -0.02, -0.24, 0.08, -0.26, -0.61, 0.68, -0.63, -0.32, -0.40, -0.40, 0.21, 0.23, 0.21, 0.23, 0.24, 0.39, 0.25, 0.22, 0.21, -0.25, -0.20, -0.22, -0.20, -0.24, 0.24, 0.22, 0.21, 0.22, 0.24, 0.23, 0.25, 0.23]
}

5.
{
  "formula": "C14H16N4O3S2",
  "method": "ωB97M-V/def2-TZVPD",
  "relative_energy_ev": 0.000,
  "homo_lumo_gap_ev": 8.81,
  "homo_ev": -8.49,
  "smiles": "CC(=O)Nc1nnc(SCC(=O)NCCOc2ccccc2)s1",
  "symbols": ["C", "C", "O", "N", "C", "N", "N", "C", "S", "C", "H", "H", "C", "O", "N", "H", "C", "C", "O", "C", "C", "C", "C", "C", "C", "H", "H", "H", "H", "H", "H", "H", "H", "H", "S", "H", "H", "H", "H"],
  "coordinates": [[4.402, 1.513, 1.219], [4.800, 0.842, -0.061], [5.754, 1.158, -0.729], [4.013, -0.209, -0.498], [2.889, -0.799, -0.010], [2.289, -1.730, -0.675], [1.216, -2.225, -0.075], [0.952, -1.679, 1.065], [-0.379, -2.061, 2.095], [-1.390, -3.098, 0.986], [-0.753, -3.873, 0.565], [-2.157, -3.523, 1.632], [-2.037, -2.209, -0.072], [-3.094, -1.650, 0.115], [-1.329, -2.141, -1.220], [-0.379, -2.503, -1.208], [-1.595, -1.101, -2.186], [-0.536, 0.008, -2.069], [-0.374, 0.459, -0.743], [-1.372, 1.193, -0.150], [-1.224, 1.410, 1.219], [-2.163, 2.139, 1.917], [-3.261, 2.671, 1.262], [-3.403, 2.469, -0.097], [-2.467, 1.737, -0.808], [-2.606, 1.602, -1.870], [-4.253, 2.880, -0.621], [-4.001, 3.235, 1.808], [-2.037, 2.289, 2.979], [-0.366, 0.993, 1.724], [-0.770, 0.835, -2.750], [0.445, -0.398, -2.336], [-1.574, -1.515, -3.198], [-2.593, -0.716, -1.964], [2.107, -0.439, 1.530], [4.321, -0.610, -1.379], [3.391, 1.907, 1.145], [4.442, 0.808, 2.047], [5.094, 2.329, 1.410]],
  "nbo_charge": [-0.73, 0.69, -0.57, -0.63, 0.23, -0.31, -0.33, -0.13, 0.33, -0.61, 0.24, 0.26, 0.66, -0.62, -0.63, 0.43, -0.26, -0.08, -0.54, 0.39, -0.28, -0.19, -0.24, -0.17, -0.32, 0.21, 0.21, 0.21, 0.21, 0.21, 0.18, 0.20, 0.20, 0.24, 0.35, 0.43, 0.24, 0.24, 0.26]
}

6.
{
  "formula": "C14H16O",
  "method": "ωB97M-V/def2-TZVPD",
  "relative_energy_ev": 2.138,
  "multiplicity": 2,
  "homo_lumo_gap_ev": [2.11, 6.36],
  "homo_ev": [0.91, -3.45],
  "charge": -1,
  "s_squared": 0.76,
  "symbols": ["C", "C", "C", "C", "C", "C", "C", "H", "H", "H", "H", "H", "H", "H", "H", "C", "C", "C", "C", "C", "C", "C", "O", "H", "H", "H", "H", "H", "H", "H", "H"],
  "coordinates": [[-2.403, 1.508, 0.746], [-0.107, 2.551, 0.071], [-1.024, 2.087, 1.039], [1.069, 3.319, 0.539], [-0.826, 2.308, 2.394], [1.201, 3.564, 1.941], [0.258, 3.057, 2.860], [-0.457, 2.606, -0.929], [1.535, 4.004, -0.186], [-2.878, 1.970, -0.099], [-3.098, 1.509, 1.554], [-1.625, 2.144, 3.162], [2.117, 4.102, 2.150], [0.519, 3.536, 3.864], [-2.372, 0.407, 0.681], [2.165, -3.040, 0.432], [-1.054, -2.006, -1.063], [-0.696, -1.742, -2.387], [-0.276, -2.740, -0.199], [1.040, -3.009, -0.596], [0.558, -2.206, -2.823], [1.329, -2.985, -1.966], [-1.445, -0.920, -3.168], [-2.031, -1.662, -0.708], [-0.557, -2.829, 0.872], [0.699, -2.132, -3.910], [-0.981, -0.719, -4.015], [1.761, -2.438, 1.231], [3.152, -2.913, 0.014], [2.287, -3.291, -2.363], [2.137, -4.040, 0.865]],
  "mulliken_spin": [-0.07, 0.31, -0.32, 0.34, 0.39, -0.13, 0.20, 0.05, 0.03, 0.01, 0.01, 0.05, -0.01, 0.04, 0.03, 0.02, 0.09, -0.01, 0.02, -0.01, 0.02, -0.02, -0.08, 0.00, 0.01, 0.00, 0.02, 0.00, 0.00, 0.00, 0.00]
}